The following is a DFT calculation (the ωB97M-V functional and the def2-TZVPD basis) of a structure of composition C52H67BN5O3OsTe at a distorted geometry.

XYZ file:
```
130
C52H67BN5O3OsTe | the Open Molecules 2025 dataset | the ωB97M-V functional and the def2-TZVPD basis
Os -0.4448 0.6264 -2.1324
C -6.9403 1.3079 1.4103
C -6.6252 0.2483 0.3538
C -7.4880 0.5293 -0.8891
C -6.9605 -1.1363 0.9262
C -5.1774 0.2751 -0.0957
C -4.7104 -0.6429 -1.0409
C -3.4279 -0.5290 -1.5313
N -2.5787 0.4203 -1.1297
C -2.9654 1.2508 -0.1653
C -4.2563 1.2169 0.3525
C -1.9285 2.1912 0.3118
C -2.1806 3.1367 1.2979
C -1.1740 3.9858 1.7492
C 0.0821 3.8217 1.1633
C 0.2694 2.8748 0.1799
N -0.7096 2.0736 -0.2402
C -1.4053 5.0491 2.8037
C -2.8466 5.0675 3.3189
C -0.4646 4.7956 3.9926
C -1.0920 6.4269 2.1979
H -7.9950 1.2470 1.6730
H -6.7588 2.3163 1.0361
H -6.3648 1.1516 2.3238
H -8.5394 0.5388 -0.6064
H -7.3477 -0.2300 -1.6571
H -7.2392 1.5029 -1.3134
H -8.0121 -1.1736 1.2053
H -6.3635 -1.3352 1.8169
H -6.7783 -1.9303 0.2040
H -5.3423 -1.4351 -1.4138
H -3.0622 -1.2157 -2.2870
H -4.5484 1.9288 1.1062
H -3.1676 3.2146 1.7205
H 0.9163 4.4365 1.4661
H 1.2331 2.7492 -0.2979
H -3.1167 4.1175 3.7830
H -3.5551 5.2974 2.5213
H -2.9436 5.8441 4.0757
H -0.6681 3.8261 4.4480
H -0.6202 5.5678 4.7442
H 0.5821 4.8215 3.6929
H -1.7512 6.6439 1.3570
H -0.0612 6.4951 1.8533
H -1.2457 7.1943 2.9549
C 8.0791 1.4653 -4.8449
C 7.2613 2.2157 -3.7817
C 6.9920 3.6299 -4.3015
C 8.0802 2.3033 -2.4811
C 5.9744 1.4638 -3.4661
C 6.0104 0.0748 -3.2720
C 4.8831 -0.6895 -3.0109
C 3.6891 -0.0101 -2.8815
O 2.4264 -0.4652 -2.6001
B 1.5980 0.6462 -2.5208
O 2.3655 1.7954 -2.7372
C 3.6517 1.3759 -2.9873
C 4.7580 2.1297 -3.3138
H 8.9252 2.0807 -5.1489
H 7.4701 1.2632 -5.7265
H 8.4772 0.5238 -4.4706
H 7.9361 4.1064 -4.5604
H 6.5099 4.2553 -3.5506
H 6.3726 3.6010 -5.1987
H 9.0445 2.7695 -2.6842
H 8.2583 1.3130 -2.0623
H 7.5557 2.9047 -1.7375
H 6.9580 -0.4405 -3.3272
H 4.9479 -1.7638 -2.9075
H 4.6606 3.1979 -3.4353
C -0.3033 -2.4523 -3.1373
C -0.4336 -2.2043 -1.6451
O -0.7894 -3.1610 -0.9197
N -0.1564 -0.9859 -1.1975
Te -0.3390 -2.1898 1.4528
C -0.7283 -3.0319 3.4110
C -1.9877 -3.5526 3.7103
C -3.1224 -3.5925 2.7219
C -2.2037 -4.0960 4.9729
C -1.2093 -4.1129 5.9394
C -1.4537 -4.6765 7.3069
C 0.0311 -3.5654 5.6190
C 0.2902 -3.0163 4.3739
C 1.6456 -2.4228 4.1044
C 1.2927 -3.4729 1.0401
C 2.5397 -2.9359 0.7175
C 2.8718 -1.4840 0.9222
C 3.5294 -3.7962 0.2548
C 3.3144 -5.1623 0.1391
C 4.3706 -6.0798 -0.3974
C 2.0784 -5.6709 0.5261
C 1.0491 -4.8534 0.9647
C -0.2713 -5.4644 1.3348
H -1.0261 -3.2038 -3.4457
H 0.7026 -2.8278 -3.3287
H -0.4329 -1.5171 -3.7013
H -2.8618 -3.0913 1.7871
H -4.0045 -3.1113 3.1442
H -3.3902 -4.6246 2.4932
H -3.1763 -4.5167 5.1982
H -2.4523 -5.0989 7.3914
H -1.3406 -3.8948 8.0592
H -0.7249 -5.4547 7.5352
H 0.8148 -3.5549 6.3673
H 2.1051 -2.0929 5.0340
H 1.5606 -1.5672 3.4323
H 2.3070 -3.1610 3.6474
H 1.9892 -0.8521 0.7986
H 3.6341 -1.1585 0.2203
H 3.2696 -1.3355 1.9288
H 4.4913 -3.3831 -0.0222
H 5.3351 -5.5825 -0.4694
H 4.0924 -6.4310 -1.3924
H 4.4716 -6.9583 0.2388
H 1.9047 -6.7380 0.4598
H -0.3814 -6.4496 0.8866
H -1.0946 -4.8355 0.9919
H -0.3461 -5.5791 2.4177
C -3.5128 2.0657 -3.8427
C -2.1442 2.5759 -4.1185
N -0.9830 2.1746 -3.6100
C -0.0091 2.9836 -4.1789
C -0.5943 3.8674 -5.0192
N -1.9387 3.5964 -4.9684
H -3.4762 1.1263 -3.3044
H -4.0508 1.9136 -4.7780
H -4.0665 2.7929 -3.2460
H 1.0313 2.8704 -3.9429
H -0.1695 4.6408 -5.6310
H -2.6584 4.0824 -5.4785
```

Results
calculated total energy = -2904.26736 hartree
multiplicity = 2
net charge = +2
Kohn-Sham gap (spin up / spin down) = 4.25 / 3.98 eV

---

The following is a DFT calculation (the ωB97M-V functional and the def2-TZVPD basis) of a structure of composition C52H69As3FMgN3O3Si3.

XYZ file:
```
135
C52H69As3FMgN3O3Si3 | the Open Molecules 2025 dataset | the ωB97M-V functional and the def2-TZVPD basis
Mg 1.4039 -0.3350 0.3141
C 3.3633 2.7228 -0.3636
C 4.3689 1.7917 -1.0253
As 3.9173 -0.1279 -0.8937
C 3.2672 -0.4898 -2.6950
C 3.9058 0.0100 -3.8257
C 3.4151 -0.2816 -5.0862
C 2.2909 -1.0847 -5.2264
C 1.6660 -1.6016 -4.1044
C 2.1545 -1.3044 -2.8388
C 5.6577 -0.9725 -0.9619
C 5.7388 -2.3286 -0.6650
C 6.9496 -2.9928 -0.7829
C 8.0822 -2.3070 -1.1923
C 8.0036 -0.9581 -1.4943
C 6.7939 -0.2883 -1.3836
As 1.5151 2.2521 -0.7844
C 0.5320 3.8373 -0.2700
C -0.6066 3.6987 0.5109
C -1.3353 4.8176 0.8887
C -0.9243 6.0774 0.4853
C 0.2091 6.2190 -0.3016
C 0.9361 5.1033 -0.6820
C 1.5200 2.3858 -2.7169
C 0.5758 1.6522 -3.4247
C 0.5034 1.7595 -4.8048
C 1.3742 2.5968 -5.4827
C 2.3246 3.3227 -4.7824
C 2.3994 3.2166 -3.4022
H 3.5722 3.7697 -0.6157
H 3.4188 2.6485 0.7269
H 5.3489 1.9263 -0.5546
H 4.4735 2.0249 -2.0872
H 4.7964 0.6211 -3.7335
H 3.9140 0.1087 -5.9606
H 1.9149 -1.3169 -6.2128
H 0.8046 -2.2465 -4.2093
H 1.6780 -1.7475 -1.9652
H 4.8573 -2.8774 -0.3561
H 7.0060 -4.0474 -0.5558
H 9.0254 -2.8255 -1.2810
H 8.8835 -0.4240 -1.8212
H 6.7554 0.7625 -1.6353
H -0.9239 2.7125 0.8399
H -2.2173 4.7039 1.5028
H -1.4845 6.9512 0.7832
H 0.5265 7.2007 -0.6214
H 1.8094 5.2302 -1.3102
H -0.0953 0.9800 -2.8966
H -0.2277 1.1819 -5.3530
H 1.3186 2.6795 -6.5582
H 3.0097 3.9711 -5.3097
H 3.1489 3.7878 -2.8688
F -4.9156 1.9646 -1.0086
C -4.5078 0.6758 -0.9810
C -3.1916 0.4007 -0.7406
C -2.7638 -0.9295 -0.6502
C -1.3547 -1.2179 -0.3736
O -0.5623 -0.2515 -0.2590
C -1.0129 -2.5908 -0.2536
C -1.9945 -3.5309 -0.4287
N -3.2769 -3.2715 -0.7226
C -4.2200 -4.3589 -0.8593
C -3.7978 -5.5823 -1.6107
C -4.8011 -4.6460 -2.2147
C -3.7022 -1.9585 -0.8119
C -5.0428 -1.6507 -1.0822
C -5.4618 -0.3389 -1.1745
N -6.8230 -0.0748 -1.4637
C -7.1868 1.1549 -2.1331
C -8.5222 0.9665 -2.8306
N -9.5554 0.5738 -1.8084
C -9.1444 -0.6682 -1.0663
C -7.7822 -0.4339 -0.4403
C 0.3709 -3.1280 0.0891
O 0.5289 -4.3314 0.1309
O 1.2626 -2.2502 0.3223
H -2.4826 1.2034 -0.5963
H -1.7219 -4.5729 -0.3286
H -4.8523 -4.4916 0.0116
H -4.1319 -6.5326 -1.2268
H -2.8120 -5.5915 -2.0481
H -5.8353 -4.9516 -2.2653
H -4.4595 -4.0295 -3.0332
H -5.7519 -2.4417 -1.2617
H -6.4450 1.4013 -2.8933
H -7.2444 2.0134 -1.4474
H -8.4872 0.1544 -3.5578
H -8.8692 1.8831 -3.3096
H -10.4674 0.4375 -2.2560
H -9.6709 1.3446 -1.1371
H -9.1090 -1.4652 -1.8105
H -9.9159 -0.8815 -0.3249
H -7.4739 -1.3500 0.0620
H -7.8588 0.3474 0.3348
C 2.0659 3.1705 3.2755
Si 2.8200 1.5681 3.8979
C 2.8635 1.6183 5.7683
C 4.5595 1.2974 3.2316
As 1.5395 -0.1792 2.9336
Si -0.6453 -0.0497 3.8308
C -0.6268 0.3341 5.6627
C -1.5462 -1.6623 3.4984
C -1.5167 1.3157 2.8783
Si 2.5722 -2.2141 3.6688
C 1.3532 -3.6250 3.6354
C 3.2591 -2.0043 5.3968
C 3.9286 -2.5097 2.4224
H 2.7389 4.0055 3.4653
H 1.1328 3.3839 3.7931
H 1.8454 3.1563 2.2053
H 3.4535 2.4911 6.0521
H 3.3291 0.7488 6.2145
H 1.8789 1.7375 6.2058
H 5.1313 2.2245 3.2635
H 4.5610 0.9302 2.2030
H 5.0948 0.5655 3.8330
H 0.0421 -0.3194 6.2170
H -1.6298 0.2011 6.0692
H -0.3300 1.3618 5.8534
H -1.3194 -2.4155 4.2454
H -1.3050 -2.0840 2.5242
H -2.6197 -1.4761 3.5344
H -1.1648 2.3019 3.1741
H -2.5905 1.2723 3.0616
H -1.3496 1.1969 1.8071
H 0.5796 -3.5257 4.3899
H 1.9102 -4.5338 3.8652
H 0.8963 -3.7634 2.6607
H 2.5222 -1.6058 6.0913
H 4.1290 -1.3546 5.4137
H 3.5728 -2.9772 5.7727
H 3.4677 -2.7430 1.4655
H 4.5424 -3.3570 2.7249
H 4.5858 -1.6474 2.2977
```

Results
calculated total energy = -10288.41486 hartree
multiplicity = 1
net charge = +2
Kohn-Sham gap = 7.60 eV